(1)
17
Properties=species:S:1:pos:R:3:forces:R:3 method="wB97M-V/def2-TZVPD" total_energy_ha=-380.213153 homo_ev=-9.6 gap_ev=10.49 largest_force_ev_per_a=2.34 e_above_lowest_kj_mol=324.3
H 1.3877 -1.1139 -1.5595 -0.13 -0.21 0.28
N 0.9758 -0.2687 -1.1883 -0.33 0.22 0.28
C 1.0308 -0.1375 0.0647 1.23 1.96 -0.41
C 1.7216 -0.9670 1.1004 -0.62 -0.16 0.13
O 0.6727 1.1271 0.6191 0.57 -1.49 -0.22
N 0.1426 2.0691 -0.3147 -0.38 -0.18 -0.35
H 2.2321 -1.8146 0.6486 -0.03 0.08 -0.10
H 0.9785 -1.3496 1.7982 -0.01 0.00 0.11
H 2.4306 -0.3578 1.6561 0.00 0.06 -0.04
H 0.1621 1.5784 -1.2173 0.14 0.19 0.12
H 0.8179 2.8311 -0.3523 0.08 -0.29 0.05
C -2.3074 -0.4429 -0.4608 0.10 0.17 -0.18
O -1.6385 -0.2641 0.7654 0.87 1.57 0.56
H -2.9597 -1.3092 -0.3525 -0.01 0.03 -0.02
H -1.5888 -0.6312 -1.2669 -0.14 -0.02 -0.06
H -2.9129 0.4291 -0.7280 -0.03 -0.07 -0.01
H -1.1450 0.6216 0.7879 -1.29 -1.87 -0.16


(2)
55
Properties=species:S:1:pos:R:3:forces:R:3 method="wB97M-V/def2-TZVPD" total_energy_ha=-4355.792493 homo_ev=-6.5 gap_ev=6.29 largest_force_ev_per_a=2.74 e_above_lowest_kj_mol=91.7
Lu -0.3953 0.0947 -0.4069 -0.19 0.13 0.33
O -0.2107 -1.6853 0.5773 0.15 -1.16 0.58
C 0.8645 -2.2803 0.9800 0.68 -0.61 0.66
C 1.1380 -3.6174 0.6002 -0.25 0.16 -0.19
C 2.2711 -4.2747 1.0076 0.01 0.05 0.14
C 3.1920 -3.6594 1.8573 0.10 -0.08 0.04
C 2.9474 -2.3778 2.2835 -0.13 0.08 -0.10
C 1.8184 -1.6643 1.8564 -0.17 -0.53 -0.52
C 1.5878 -0.3468 2.3682 -0.30 0.51 0.11
N 0.7943 0.4962 1.8191 0.28 -0.19 -0.20
C 0.4778 1.7228 2.5185 -0.17 0.31 0.13
C -1.0326 1.9635 2.3496 0.23 -0.04 0.29
N -1.2762 1.9762 0.9266 -0.16 0.14 -0.27
C -1.8564 2.9976 0.4099 0.17 -0.13 0.60
C -1.8902 3.3059 -0.9836 0.25 -0.17 -0.76
C -2.7462 4.3282 -1.4280 0.11 -0.06 -0.03
C -2.6403 4.8515 -2.6898 -0.18 0.13 -0.01
C -1.6397 4.3765 -3.5443 -0.13 -0.05 0.05
C -0.8302 3.3395 -3.1655 0.16 -0.28 0.21
C -0.9355 2.7304 -1.8873 -0.49 1.04 -0.18
O -0.1567 1.7563 -1.5616 0.48 1.09 -0.73
H 0.4212 -4.1004 -0.0492 -0.10 -0.02 -0.04
H 2.4556 -5.2852 0.6687 -0.04 -0.07 -0.03
H 4.0759 -4.1887 2.1759 0.10 -0.04 0.06
H 3.6451 -1.8826 2.9448 0.07 0.04 0.12
H 2.0997 -0.0908 3.3081 -0.10 0.02 -0.10
H 1.0165 2.5525 2.0427 -0.09 -0.04 0.10
H 0.7474 1.6817 3.5841 0.00 -0.01 -0.17
H -1.3370 2.9068 2.8288 0.05 -0.19 -0.03
H -1.5717 1.1273 2.8134 0.04 0.12 -0.03
H -2.2981 3.7580 1.0696 0.06 -0.10 0.00
H -3.5078 4.6910 -0.7485 0.03 0.12 0.07
H -3.3129 5.6288 -3.0185 -0.03 0.08 -0.01
H -1.5114 4.8341 -4.5160 -0.01 -0.05 -0.08
H -0.0748 2.9455 -3.8283 0.10 -0.02 -0.08
Cl 3.8008 -1.8639 -4.1504 -0.07 0.05 0.16
C 2.9530 -2.5013 -2.7289 0.68 -1.50 -0.75
Cl 1.7454 -3.7351 -3.2818 0.39 0.61 0.35
Cl 4.1065 -3.2821 -1.6162 -0.18 0.25 -0.25
C 2.2962 -1.4322 -2.0479 -1.88 1.67 1.09
N 1.5878 -0.6595 -1.5565 1.58 -1.07 -0.49
Cl -3.0432 0.3226 -0.8310 -0.61 0.29 -0.06
C -3.1546 -1.3851 -1.1679 0.34 -0.96 -0.18
C -4.1886 -2.1110 -0.6209 -0.16 0.00 0.02
C -4.2381 -3.4804 -0.8196 -0.12 0.05 0.09
C -3.2291 -4.0944 -1.5508 -0.03 0.06 0.05
C -2.1949 -3.3580 -2.0827 0.04 0.16 0.17
C -2.1079 -1.9579 -1.9196 -0.45 0.13 -0.43
C -1.0418 -1.1634 -2.4782 -0.07 0.33 0.20
H -4.9558 -1.6058 -0.0524 -0.05 0.03 0.07
H -5.0489 -4.0535 -0.3989 -0.08 -0.07 0.02
H -3.2689 -5.1587 -1.7218 0.03 -0.17 0.01
H -1.4197 -3.8568 -2.6485 0.05 0.03 -0.10
H -1.3752 -0.2239 -2.9359 -0.08 -0.16 -0.03
H -0.4394 -1.7301 -3.1849 0.14 0.08 0.12


(3)
18
Properties=species:S:1:pos:R:3:forces:R:3 method="wB97M-V/def2-TZVPD" total_energy_ha=-4801.521753 spin_multiplicity=2 total_charge=+2 homo_ev="-18.7 / -18.7" gap_ev="10.20 / 5.83" largest_force_ev_per_a=5.66
O -0.0037 2.8150 -2.9307 0.00 -3.33 1.13
C -0.0037 1.7344 -2.5486 0.00 5.31 -1.80
Cu -0.0042 0.0126 -1.9399 0.00 0.00 0.41
C 1.4867 -0.8490 -2.5481 4.68 -2.67 -1.74
C -1.4955 -0.8476 -2.5493 -4.67 -2.66 -1.73
O 2.4224 -1.3898 -2.9299 -2.91 1.68 1.14
O -2.4313 -1.3874 -2.9320 2.90 1.67 1.13
Br -0.0209 -2.7965 3.0799 0.02 1.83 -1.19
C -0.0068 -1.1468 2.1193 -0.01 -1.52 1.45
C 0.0060 0.0692 2.8073 0.01 1.32 0.26
C 0.0155 1.2679 2.0938 -0.01 -0.78 0.68
C 0.0113 1.2322 0.6979 -0.01 -1.38 0.75
N -0.0008 0.0385 0.0410 -0.01 -1.02 1.13
C -0.0095 -1.1408 0.7200 0.01 1.63 -1.14
H 0.0090 0.0866 3.8896 0.00 -0.02 0.02
H 0.0260 2.2163 2.6158 0.00 -0.04 0.00
H 0.0186 2.1588 0.1420 0.00 -0.12 -0.29
H -0.0191 -2.0737 0.1719 0.00 0.10 -0.22


(4)
20
Properties=species:S:1:pos:R:3:forces:R:3 method="wB97M-V/def2-TZVPD" total_energy_ha=-345.107323 homo_ev=-8.3 gap_ev=9.07 largest_force_ev_per_a=3.98 e_above_lowest_kj_mol=579.0
C 0.5345 -1.7936 0.0800 0.03 -3.97 0.08
C -0.6093 -1.2305 0.3981 1.15 2.52 -0.26
C -1.1885 -0.2240 1.3458 0.66 -0.07 0.25
C -1.1705 -0.0344 -0.1838 -3.07 1.90 -1.65
C -0.4861 1.2192 -0.9018 0.67 -3.43 -0.45
C -0.5225 1.2016 -2.4429 -1.23 -2.48 0.05
H 0.8487 -2.0018 -0.9537 -0.19 0.71 0.32
H 0.9564 -2.5571 0.7677 0.11 0.76 -0.18
H -0.5477 0.3456 2.0714 -0.20 -0.61 -1.17
H -2.1479 -0.3632 1.7838 -0.71 -0.37 0.11
H -2.2266 -0.2354 -0.6311 1.60 0.55 0.90
H -0.8246 2.0975 -0.4559 -0.72 1.50 0.65
H 0.5685 1.1002 -0.7182 0.62 0.26 0.66
H -0.1391 0.1092 -2.7156 -0.67 2.45 0.05
H 0.1090 1.9854 -2.8564 0.02 -0.19 -0.11
H -1.5828 1.3020 -2.8405 1.30 -0.10 0.34
H 1.6822 -0.6748 0.9614 -2.30 -0.83 0.24
N 2.4901 -0.3435 1.4070 2.65 1.53 -0.07
N 2.5719 0.0955 2.5261 -1.06 -0.17 3.18
H 1.6841 0.0023 3.3586 1.36 0.02 -2.94